A 8-piece molecular cluster, C25H37F6N3O7P overall. Source: the Open Molecules 2025 dataset; level of theory: the ωB97M-V functional and the def2-TZVPD basis.

```
! wB97M-V def2-TZVPD RIJCOSX def2/J DEFGRID3
* xyz -1 1
P 0.439 0.384 0.909
F -0.607 -0.309 1.991
F 0.620 -0.834 -0.074
F -0.778 0.882 -0.051
F 1.408 1.122 -0.143
F 0.454 1.734 1.825
F 1.840 -0.037 1.805
O 1.440 0.313 -5.309
C 0.723 1.136 -4.789
O -0.435 0.860 -4.196
C -0.747 1.948 -3.253
C 0.467 2.898 -3.180
C 1.184 2.562 -4.512
H -1.141 1.549 -2.319
H -1.653 2.472 -3.559
H 0.937 2.765 -2.206
H 0.202 3.953 -3.250
H 2.273 2.625 -4.514
H 0.941 3.215 -5.350
O -5.789 2.200 1.387
C -4.698 2.823 1.586
O -3.868 3.178 0.540
C -2.668 3.831 0.913
C -2.661 3.202 2.309
C -4.061 2.992 2.903
H -2.829 4.905 0.818
H -1.872 3.513 0.240
H -1.980 3.703 2.997
H -2.244 2.196 2.248
H -4.583 3.909 3.177
H -4.141 2.138 3.577
O 5.001 5.577 -0.019
C 4.852 4.451 0.371
O 5.462 4.033 1.473
C 5.216 2.652 1.723
C 3.908 2.513 0.979
C 4.003 3.338 -0.190
H 5.176 2.470 2.796
H 5.956 2.052 1.193
H 3.110 2.654 1.707
H 3.837 1.477 0.648
H 3.101 3.780 -0.613
H 4.592 2.956 -1.023
C -3.678 -0.618 2.307
O -5.082 -0.600 1.983
H -3.587 -0.025 3.217
H -3.361 -1.628 2.565
H -3.038 -0.128 1.574
H -5.371 0.290 1.766
N 2.881 -1.706 -4.039
C 2.713 -1.914 -2.689
C 3.432 -2.929 -2.233
C 4.354 -3.276 -3.294
C 3.896 -2.528 -4.431
H 2.465 -1.114 -4.743
H 2.090 -1.280 -2.075
H 3.528 -3.215 -1.196
H 5.169 -3.953 -3.505
H 4.185 -2.482 -5.471
N -1.133 -2.601 -1.060
C -0.835 -3.747 -1.776
C -1.670 -4.769 -1.432
C -2.612 -4.278 -0.494
C -2.175 -2.950 -0.258
H -0.667 -1.707 -1.117
H -0.084 -3.679 -2.549
H -1.591 -5.803 -1.731
H -3.438 -4.881 -0.146
H -2.713 -2.217 0.324
N -1.520 -3.858 2.776
C -2.325 -4.795 3.433
C -1.933 -4.879 4.758
C -0.797 -4.048 4.979
C -0.580 -3.461 3.680
H -1.592 -3.688 1.783
H -3.138 -5.240 2.879
H -2.306 -5.516 5.546
H -0.105 -3.732 5.745
H 0.229 -2.823 3.355
*
```

Computed properties:
Maximum force in eV/Å: 5.9
Electronic energy in eV: -70927.6012
Energy above the lowest of the compared OMol25 structures with the same formula, charge and spin in eV: 3.394
Gap between HOMO and LUMO in hartree: 0.291